Computed, not measured: a 5-piece molecular cluster, C42H97BN4O8S3 overall, with ωB97M-V/def2-TZVPD.

Calculated values
**HOMO level**: -8.056 eV
**Structure (SMILES)**: CCSC[C@H]1[C@H](OC[C@H](C)O)OS(=O)(=O)[C@H](S)[C@@]1(CCCCCCCOC)B(O)O.CCN(CC)CC.CCN(CC)CC.CCN(CC)CC.CCN(CC)CC
**Multiplicity**: 1
**Strongest force on any atom**: 7.88 eV/Å

XYZ file:
```
155
Properties=species:S:1:pos:R:3:forces:R:3:mulliken_charge:R:1
S 5.57654 4.30384 -2.70788 0.14 -0.01 -0.57 -0.266
S 3.87935 2.47660 -4.51361 4.00 1.21 -6.68 0.691
S 1.26452 -1.06095 -1.09241 0.42 0.74 -0.50 -0.096
O 0.23596 1.31603 -3.68109 1.86 2.52 -0.27 0.043
O 4.06730 3.50858 -5.69340 -1.50 -3.34 4.86 -0.693
O 3.72585 4.35002 0.52195 -0.64 -0.72 -3.87 -0.630
O 6.29443 -1.07101 -6.10455 1.80 1.17 0.14 -0.309
O 1.44247 4.08308 -0.62017 3.05 0.60 -1.33 -0.540
O 2.30683 1.84977 -4.68565 1.76 1.35 2.50 -0.073
O 0.21071 2.85475 -6.76595 -0.46 -1.71 -1.13 -0.574
O 5.02260 1.44426 -4.66326 -4.51 2.59 1.91 -0.290
N 1.44817 -6.39593 1.56211 0.22 0.15 -0.23 0.126
N -4.85607 2.29176 -1.85096 -0.07 0.28 -0.26 0.245
N -10.25479 2.00002 3.57878 -0.32 -0.15 0.07 0.090
N 2.65526 0.24533 4.70602 -0.33 -0.15 0.05 0.222
C 3.93027 2.13821 3.66256 0.03 -0.10 -0.04 -1.151
C 2.34300 1.48390 -2.11853 0.14 -1.37 -0.64 0.446
C 1.49622 2.06536 -3.44103 -1.40 -0.60 0.97 -0.262
C 1.85553 -5.03379 1.20249 0.23 -0.16 0.12 -0.664
C 7.03985 -1.12269 -2.43559 0.99 -0.77 0.45 -0.562
C -8.13846 0.57451 3.76019 0.27 -0.31 0.02 -1.040
C -6.71693 1.08262 -0.57856 -0.36 -0.15 0.14 -0.693
C -1.07721 -6.45312 1.15838 -0.38 0.03 -0.17 -0.912
C -0.68695 2.05843 -4.54842 -1.95 -0.20 -0.99 -0.539
C 3.50158 -0.80354 4.13201 -0.04 0.24 -0.30 0.303
C 6.38295 -1.50578 -0.96535 -0.69 -0.72 -1.41 -0.651
C 3.47793 2.53372 -1.57119 0.93 0.42 -0.84 -0.488
C 1.41232 -6.62494 3.00887 0.07 -0.21 -0.24 -0.276
C -8.97978 3.89291 2.53532 0.03 -0.09 -0.07 -1.307
C 4.85320 -0.92017 -0.90910 -0.12 -1.01 1.10 0.621
C -9.40847 0.95115 3.00476 -0.03 0.25 -0.31 -0.617
C 4.86298 1.84546 -1.02961 0.39 -0.82 0.36 -0.188
C 2.51063 -0.44517 7.16582 0.04 -0.18 0.31 -0.966
C -5.80726 4.24643 -0.50083 -0.22 0.22 0.19 -0.878
C 6.49714 -2.05344 -3.67591 0.81 0.07 -1.17 -0.064
C -3.16652 0.56636 -1.16842 -0.09 -0.03 -0.02 -1.377
C -0.55438 1.74335 -6.15130 -0.04 -0.43 -0.50 0.271
C 3.28876 1.54965 4.91645 -0.09 -0.12 -0.28 -0.493
C -3.75753 1.95540 -0.94161 -0.06 -0.16 -0.28 -0.447
C 1.22808 -1.63307 -2.87019 0.10 -0.82 -1.71 0.094
C 1.26741 -8.09278 3.40207 -0.05 -0.05 -0.09 -1.430
C 3.93350 3.43194 -2.90955 -1.73 0.45 0.85 -0.240
C 7.24219 -1.49364 -5.06146 0.63 0.09 0.00 -0.537
C -5.22988 3.70914 -1.80635 0.26 -0.05 -0.17 -0.741
C 4.77158 -1.18019 4.88743 0.27 -0.30 0.02 -1.274
C 1.35314 0.84609 -0.98386 -1.46 0.38 -0.32 -0.231
C -5.98111 1.35425 -1.88631 0.28 -0.23 -0.17 -1.071
C 1.82806 -3.19438 -2.86822 -0.60 0.31 1.64 -0.591
C 0.32350 -6.93111 0.79101 0.19 -0.34 0.13 -0.656
C -10.39942 1.30952 6.03858 0.04 -0.18 0.31 -0.945
C 1.81836 -0.17926 5.83297 -0.16 0.23 -0.19 -0.639
C -11.09169 1.57543 4.70573 -0.15 0.23 -0.19 -0.683
C 6.87655 -0.02231 -6.97367 -0.33 0.80 -0.97 -0.520
C 4.68184 0.50426 -0.11133 0.84 -0.52 0.44 0.142
C -9.62129 3.30435 3.78921 -0.10 -0.12 -0.28 -0.378
C 0.12838 0.30192 -6.52628 0.45 -0.22 -0.99 -0.727
C 0.93717 -3.88912 1.61818 -0.12 0.32 -0.04 -0.573
B 2.86629 3.69954 -0.52955 0.17 0.79 1.60 1.147
H 7.05924 -1.23119 -0.05130 -1.35 -0.21 -1.79 0.355
H 0.29952 -8.50456 3.10019 0.12 0.01 0.01 0.292
H 0.04768 -3.83519 0.98688 0.03 0.02 0.13 0.161
H 6.28256 -2.69516 -0.96906 0.32 2.51 0.08 0.269
H 1.39539 -3.85152 -3.73438 1.01 1.46 1.54 0.378
H -2.29834 0.42147 -0.51701 -0.11 0.03 -0.06 0.389
H 6.49073 3.95879 -3.72451 -1.61 -0.19 0.74 0.213
H -8.86780 3.26169 4.57894 0.19 0.10 0.19 0.259
H 3.20446 2.21296 2.84606 0.09 -0.05 0.09 0.127
H -4.33790 4.30179 -2.04876 0.03 -0.21 0.05 0.325
H -5.61708 0.39611 -2.27653 0.12 0.14 0.09 0.359
H -2.94113 2.67532 -1.08995 -0.31 0.10 -0.05 0.544
H -6.03850 0.93289 0.26394 0.01 0.03 -0.04 0.253
H 1.05619 0.59370 5.99810 0.18 0.05 -0.14 0.421
H 7.97563 -2.30005 -5.53331 -1.51 1.45 1.08 0.277
H 2.95471 0.55958 -2.56581 -1.26 2.02 0.94 -0.408
H -5.81763 5.34111 -0.52822 0.01 -0.09 0.00 0.462
H -9.70748 2.10885 6.32026 -0.07 -0.09 -0.07 0.267
H -9.85653 0.36199 6.02987 0.03 0.14 0.02 0.219
H -5.21926 3.94995 0.37291 -0.06 0.00 -0.11 0.264
H 3.78750 -0.49726 3.11846 -0.04 0.13 0.11 -0.486
H 5.33871 -2.01862 -3.84809 2.20 0.07 0.42 -0.049
H -11.66140 0.68151 4.41979 0.22 0.09 -0.14 0.342
H 0.21321 1.18949 -1.08065 2.74 -0.35 -0.05 0.141
H -1.82112 -7.13352 0.72703 0.09 0.07 0.06 0.369
H 0.93090 -0.08563 -5.76827 -1.70 0.93 -1.32 0.000
H -1.78554 1.71035 -4.23448 2.51 0.61 -0.53 0.141
H 4.78270 1.54348 3.32028 -0.09 0.04 -0.01 0.235
H 2.52450 2.26595 5.24755 -0.02 -0.34 0.07 0.451
H -10.38555 4.02064 4.12031 -0.02 -0.34 0.07 0.428
H 7.40685 0.84833 -6.38322 -1.07 -1.84 -0.83 0.204
H 2.90344 -1.71074 3.97469 -0.12 0.24 0.18 0.291
H 2.02090 -4.97730 0.11857 -0.12 -0.20 0.11 0.192
H 1.64672 1.05653 0.12839 -0.24 -0.37 -2.20 0.299
H 2.06153 -8.70085 2.95631 -0.13 0.10 -0.01 0.329
H 1.24865 -1.07318 5.54704 0.21 0.09 -0.14 0.304
H -7.58657 1.44605 4.11840 -0.06 -0.01 -0.01 0.225
H 3.69683 0.44723 0.51574 1.75 0.40 -1.29 -0.546
H -10.00661 0.04395 2.84744 -0.12 0.25 0.18 0.312
H -4.06270 2.03780 0.10402 0.03 0.02 0.28 0.229
H 3.20257 0.35415 7.44750 -0.07 -0.09 -0.07 0.263
H 4.55821 -1.83212 5.73530 0.08 0.12 0.03 0.326
H -5.93535 3.92550 -2.61933 0.06 -0.25 0.09 0.391
H -8.35184 -0.07743 4.60806 0.08 0.13 0.03 0.334
H -1.28480 -5.46249 0.75218 -0.01 -0.01 0.15 0.250
H 0.62273 -3.96031 2.66370 0.02 -0.05 -0.11 0.348
H -1.24639 -6.43215 2.23700 0.05 0.01 -0.03 0.232
H 1.46438 -2.93631 1.50247 -0.05 -0.08 -0.01 0.077
H -6.84076 3.92560 -0.35388 0.11 -0.01 0.08 0.142
H 3.10855 4.29247 -2.97613 1.91 -1.82 -0.62 0.411
H -8.12735 3.29817 2.19303 -0.08 0.05 -0.01 0.175
H -3.88290 -0.22723 -0.93495 0.09 0.06 -0.06 0.380
H 7.90230 -0.56598 -4.79035 -1.15 -1.63 -0.32 0.328
H -7.41007 1.88744 -0.33107 0.08 -0.02 0.11 0.206
H 5.56768 0.53306 0.68961 -1.94 -0.09 -1.66 0.453
H 4.21370 -1.72044 -0.29881 1.24 1.79 -1.38 -0.155
H 1.18474 3.18572 -3.28659 0.83 -1.99 -0.60 -0.061
H 4.63264 4.58270 0.12006 -1.86 -0.91 1.00 0.327
H 5.44198 -1.73696 4.22187 -0.08 0.07 0.07 0.439
H 0.70932 0.46799 -7.55592 -1.23 -0.36 2.19 0.297
H 4.43694 -0.93316 -2.00204 0.68 0.27 2.04 -0.426
H 5.48248 2.62036 -0.36516 -1.50 -1.64 -1.74 0.350
H 1.33792 -8.19431 4.49008 -0.02 0.06 -0.14 0.437
H -2.83286 0.44392 -2.20415 -0.09 0.01 0.09 0.189
H 8.20816 -1.33411 -2.33467 -2.38 0.52 -0.40 0.324
H 6.92190 0.00792 -2.72591 0.04 -2.16 0.64 0.131
H -0.65008 -0.56312 -6.75299 1.45 1.95 0.73 0.282
H -1.62565 1.76715 -6.64362 1.90 -0.08 1.24 0.329
H 5.32348 -0.30864 5.24564 -0.06 -0.01 -0.01 0.248
H 2.35518 -6.27088 3.44756 -0.13 0.15 -0.29 0.419
H 1.76012 -0.51889 7.95986 0.06 0.02 -0.07 0.401
H 1.87984 -1.01502 -3.61917 -1.18 -0.87 1.61 -0.190
H 0.61099 -6.05575 3.48545 -0.15 0.12 0.21 0.252
H 3.00847 -3.21356 -2.79004 -2.52 0.13 -0.43 0.103
H 3.05352 -1.39271 7.15711 0.03 0.14 0.02 0.219
H 0.34137 -8.02469 0.87225 0.09 0.12 0.13 0.378
H -0.67445 3.22090 -4.42064 0.37 -2.11 -0.05 0.268
H -9.12255 1.25744 1.99122 -0.05 0.13 0.13 0.308
H 0.49058 -6.74312 -0.27777 0.19 0.16 0.23 0.313
H -11.14993 1.23581 6.83262 0.06 0.02 -0.07 0.392
H 5.53451 1.51811 -1.96099 -1.51 0.89 2.01 -0.271
H 2.84403 -4.84905 1.64337 -0.10 -0.18 0.06 0.374
H -6.70970 1.68561 -2.63791 0.24 0.20 0.11 0.377
H 1.41726 4.77601 -1.35785 -0.27 -1.23 1.59 0.284
H 7.64056 -0.43183 -7.77211 -1.34 0.45 1.71 0.268
H 1.43695 -3.65559 -1.83900 0.83 0.71 -2.26 0.038
H 0.36225 2.62673 -7.74976 -0.40 0.44 2.44 0.339
H 6.00614 0.49184 -7.60774 1.71 -1.34 1.63 0.183
H 4.04225 1.50699 5.70619 0.19 0.09 0.20 0.277
H 4.30214 3.14620 3.87407 -0.07 -0.14 -0.01 0.495
H 6.83731 -3.19372 -3.59786 -0.86 2.51 0.28 0.317
H -8.60791 4.90089 2.74683 -0.05 -0.14 0.02 0.476
H -11.85386 2.34839 4.87086 0.17 0.05 -0.14 0.408
H -7.31590 0.16955 -0.67830 0.08 0.10 0.01 0.458
H -9.70559 3.96765 1.71881 0.08 -0.08 0.10 0.326
H 0.12479 -1.60661 -3.26996 2.18 -0.13 0.79 0.356
H -7.46807 0.01774 3.09463 -0.08 0.08 0.07 0.401
```
Positions in Å, forces in eV/Å.